ORCA calculation (ωB97M-V with the def2-TZVPD basis set) on a cluster of 6 separate species, C40H68BO13P in total.

Geometry as ORCA input:
```
! wB97M-V def2-TZVPD RIJCOSX def2/J DEFGRID3
* xyz 0 1
C 0.771 4.168 0.202
C 1.957 3.546 -0.761
B 1.357 2.658 -2.017
O 2.255 2.470 -3.198
P -0.411 1.903 -2.074
C -2.217 1.261 -2.157
C -2.363 -0.253 -2.788
O -2.532 -1.178 -1.652
C -3.542 -2.216 -1.929
C -3.296 -3.436 -0.837
O -2.781 -4.620 -1.543
C -1.650 -5.226 -0.819
C -0.259 -5.568 -1.616
C 1.039 -6.298 -0.853
C 1.005 -6.713 0.766
C 2.308 -7.487 1.475
C 2.274 -7.054 3.055
C 1.970 -9.114 1.277
C 3.624 -6.988 0.640
C 5.067 -7.260 1.360
C 6.215 -7.104 0.153
C 5.275 -8.764 1.977
C 5.490 -6.118 2.491
C -0.378 -6.330 1.567
C -1.673 -5.602 0.809
H -0.198 4.463 -0.386
H 0.533 3.400 1.075
H 1.187 5.147 0.703
H 2.768 2.917 -0.164
H 2.525 4.470 -1.259
H 2.655 3.393 -3.348
H -0.879 3.138 -2.661
H -0.423 1.697 -0.621
H 0.106 0.839 -2.898
H -2.599 1.188 -1.028
H -2.961 1.977 -2.727
H -1.457 -0.573 -3.459
H -3.346 -0.251 -3.462
H -4.651 -1.790 -1.835
H -3.347 -2.615 -3.031
H -2.508 -3.038 -0.066
H -4.301 -3.658 -0.246
H -0.217 -5.279 -2.766
H 1.972 -6.492 -1.553
H 3.209 -7.406 3.674
H 2.230 -5.869 3.189
H 1.309 -7.470 3.612
H 2.323 -9.495 0.224
H 2.496 -9.679 2.184
H 0.801 -9.251 1.459
H 3.586 -5.822 0.394
H 3.609 -7.525 -0.418
H 6.142 -7.984 -0.645
H 7.271 -7.082 0.658
H 6.079 -6.043 -0.365
H 4.971 -8.890 3.100
H 4.724 -9.556 1.275
H 6.432 -9.024 1.869
H 6.654 -5.887 2.485
H 4.818 -5.161 2.439
H 5.289 -6.639 3.546
H -0.528 -6.548 2.714
H -2.650 -5.337 1.435
O -0.355 5.440 -2.664
C -0.574 6.507 -2.113
O -0.100 6.847 -0.879
C -0.639 8.114 -0.504
C -1.034 8.777 -1.797
C -1.431 7.607 -2.661
H -1.497 7.946 0.156
H 0.117 8.691 0.037
H -1.826 9.521 -1.675
H -0.164 9.280 -2.237
H -2.484 7.341 -2.526
H -1.210 7.793 -3.714
O 0.268 2.052 3.215
C 1.466 2.058 3.449
O 2.099 3.007 4.200
C 3.504 2.764 4.173
C 3.650 1.308 3.817
C 2.459 1.065 2.925
H 3.959 3.422 3.425
H 3.936 2.990 5.152
H 4.607 1.074 3.342
H 3.562 0.694 4.721
H 2.679 1.299 1.879
H 2.085 0.044 3.023
O -4.098 10.399 -0.911
C -4.933 9.699 -1.461
O -5.612 8.685 -0.849
C -6.422 8.014 -1.813
C -6.617 9.008 -2.928
C -5.329 9.790 -2.904
H -5.895 7.114 -2.146
H -7.371 7.721 -1.357
H -6.825 8.537 -3.893
H -7.456 9.673 -2.689
H -4.555 9.319 -3.517
H -5.484 10.828 -3.206
O 4.239 -9.718 -2.009
C 4.185 -10.898 -1.703
O 4.941 -11.474 -0.723
C 4.700 -12.881 -0.712
C 3.357 -13.059 -1.370
C 3.326 -11.929 -2.368
H 5.504 -13.377 -1.266
H 4.702 -13.247 0.318
H 3.227 -14.046 -1.822
H 2.560 -12.918 -0.630
H 3.782 -12.215 -3.320
H 2.310 -11.557 -2.521
O -6.749 12.607 -0.288
C -6.371 12.518 0.869
O -5.902 13.566 1.608
C -5.449 13.082 2.871
C -6.164 11.772 3.075
C -6.308 11.252 1.667
H -4.362 12.960 2.829
H -5.694 13.807 3.653
H -5.631 11.090 3.742
H -7.158 11.955 3.502
H -5.432 10.676 1.355
H -7.221 10.665 1.548
*
```

Computed properties:
E   -2908.68593 Ha
Orbital gap   7.388 eV
SMILES string   CCB(O)[PH3]CCOCCOc1ccc(C(C)(C)CC(C)(C)C)cc1.O=C1CCCO1.O=C1CCCO1.O=C1CCCO1.O=C1CCCO1.O=C1CCCO1